DFT (ωB97M-V/def2-TZVPD) results for an isolated ion of composition C5H6NO4 and charge +1.

Calculated values
Spin multiplicity: 1
Net charge: +1
Frontier orbital gap, Ha: 0.3513
Electronic energy, a.u.: -549.42288
LUMO, Ha: -0.2403
ΔE to the lowest compared entry with this formula, charge and spin, eV: 2.9157

Geometry as XYZ:
```
16
Properties=species:S:1:pos:R:3:forces:R:3
C -0.1027 -1.3154 0.2186 0.07 1.28 1.23
C -0.2430 1.1729 0.2053 0.45 -0.71 1.47
C 1.8981 -0.0244 -0.8562 -0.39 -3.28 0.56
C -1.4658 -0.8706 -0.1607 -2.34 -0.25 -0.30
C -1.5297 0.6693 -0.3719 1.10 -1.33 4.44
N 0.7492 0.0100 0.2373 2.24 0.92 2.50
O 0.3881 -2.3370 0.4832 0.32 -0.42 -0.15
O 0.0582 2.1482 0.7798 0.12 0.81 -0.10
O 2.3461 0.9442 -1.3001 0.02 -0.01 -0.21
O 1.8219 0.1437 1.5263 -2.72 -0.78 -2.90
H 2.0161 -1.2165 -0.9054 0.73 2.57 -0.59
H -1.6143 -1.3398 -1.1554 -0.50 -0.19 0.70
H -2.3099 -1.1932 0.6156 2.07 0.25 -1.77
H -2.3004 1.1131 0.2669 -0.10 0.18 -0.78
H -1.4506 0.9934 -1.3176 -0.82 0.95 -3.80
H 1.7388 1.1018 1.7342 -0.25 0.01 -0.29
```
Forces are in eV/Å.

Atomic partial charges in e from the Mulliken method, atoms 1 to 4:
1. C 0.232
2. C 0.548
3. C 0.292
4. C -0.236